# C17H34N2O16S

A molecular structure, C17H34N2O16S in a non-equilibrium geometry (ωB97M-V with the def2-TZVPD basis set, the OMol25 dataset).

Summary:
Kohn-Sham gap = 8.0 eV
HOMO = -0.3252 Eh
Relative energy (zero: lowest compared OMol25 entry of this formula, charge and spin) = 76.8 kcal/mol

Structure (ORCA input):
```
! RIJCOSX wB97M-V def2-TZVPD def2/J DEFGRID3
* xyz 0 1
C 0.097 -5.132 -0.005
N 0.478 -4.411 -1.186
C 1.979 -4.393 -1.228
C -0.071 -5.039 -2.420
C -0.039 -2.996 -1.176
C 0.273 -1.971 -2.289
O -0.374 -0.696 -2.153
H 0.504 -6.099 -0.188
H -0.926 -4.920 0.138
H 0.589 -4.521 0.934
H 2.336 -3.988 -0.307
H 2.261 -3.886 -2.075
H 2.248 -5.370 -1.368
H -0.971 -5.003 -2.241
H 0.034 -6.300 -2.458
H 0.287 -4.785 -3.383
H 0.144 -2.571 -0.133
H -1.098 -2.953 -1.312
H 0.253 -2.599 -3.210
H 1.282 -1.864 -2.340
H 0.124 -0.137 -1.686
N 0.248 0.332 1.190
O 0.669 1.091 2.213
O -0.896 -0.295 1.375
O 0.848 0.432 0.135
O -1.997 4.012 -2.376
S -3.308 3.784 -2.995
O -3.355 3.247 -4.275
O -3.889 2.427 -2.040
C -3.041 1.213 -2.268
C -3.498 -0.010 -1.324
C -4.461 5.064 -2.716
H -2.027 1.422 -2.123
H -3.113 1.146 -3.430
H -3.067 -0.939 -1.593
H -4.695 -0.488 -1.688
H -3.425 0.241 -0.106
H -4.312 6.052 -3.151
H -4.773 5.080 -1.761
H -5.422 4.728 -3.254
C -1.214 4.031 1.825
C -2.370 3.228 1.250
O -3.198 4.216 0.596
C -2.908 5.401 1.188
O -3.412 6.470 0.930
O -1.965 5.244 2.150
H -0.613 4.350 0.909
H -0.693 3.575 2.763
H -2.903 3.034 2.043
H -2.110 2.262 0.789
C 4.101 1.454 1.541
C 3.907 2.686 0.835
O 4.470 3.646 1.716
C 5.007 3.024 2.701
O 5.639 3.604 3.522
O 4.881 1.732 2.736
H 4.672 0.621 0.987
H 3.069 0.893 1.758
H 2.940 3.109 0.511
H 4.348 2.896 -0.229
C 1.554 -2.992 2.602
C 1.888 -2.256 3.871
O 3.094 -1.642 3.523
C 3.456 -2.005 2.343
O 4.486 -1.628 1.781
O 2.667 -2.805 1.748
H 0.608 -2.519 2.206
H 1.346 -4.111 2.841
H 2.328 -2.769 4.803
H 1.030 -1.658 4.034
*
```

The computed natural (NBO) charges, all in e, follow: C -0.41; N -0.20; C -0.39; C -0.38; C -0.28; C -0.07; O -0.68; H 0.23; H 0.24; H 0.24; H 0.25; H 0.22; H 0.21; H 0.19; H 0.22; H 0.25; H 0.25; H 0.23; H 0.16; H 0.17; H 0.50; N 0.68; O -0.57; O -0.57; O -0.50; O -0.92; S 2.34; O -0.93; O -0.74; C -0.09; C -0.62; C -0.89; H 0.19; H 0.20; H 0.21; H 0.19; H 0.25; H 0.28; H 0.27; H 0.26; C -0.11; C -0.10; O -0.49; C 0.97; O -0.60; O -0.51; H 0.19; H 0.25; H 0.17; H 0.22; C -0.16; C -0.13; O -0.46; C 0.95; O -0.62; O -0.45; H 0.22; H 0.23; H 0.22; H 0.18; C -0.14; C -0.11; O -0.44; C 0.96; O -0.62; O -0.48; H 0.22; H 0.19; H 0.21; H 0.22

# C17H35BN4O4

5 unconnected molecules or ions with the total composition C17H35BN4O4 in a non-equilibrium geometry (ωB97M-V with the def2-TZVPD basis set, the OMol25 dataset).

Summary:
Kohn-Sham gap = 9.0 eV
Structure (SMILES) = C#CCBC=C.CN(C)C=O.CN(C)C=O.CN(C)C=O.CN(C)C=O
HOMO = -0.3329 Eh

Structure (ORCA input):
```
! RIJCOSX wB97M-V def2-TZVPD def2/J DEFGRID3
* xyz 0 1
C -5.334 1.367 4.172
C -3.994 1.695 3.806
C -2.335 1.632 3.601
B -2.043 1.305 2.012
C -1.092 2.407 1.186
C -1.684 3.014 -0.049
H -6.380 0.859 4.438
H -1.827 2.634 3.941
H -1.849 0.732 4.215
H -2.470 0.347 1.436
H -0.009 2.604 1.594
H -1.285 4.085 -0.392
H -2.481 2.401 -0.680
C 4.016 1.388 -0.813
N 3.620 2.297 0.242
C 4.077 3.670 0.189
C 2.823 1.898 1.294
O 2.453 2.614 2.216
H 5.108 1.326 -0.835
H 3.651 1.774 -1.769
H 3.603 0.389 -0.648
H 4.657 3.888 1.090
H 3.207 4.334 0.161
H 4.696 3.838 -0.697
H 2.533 0.836 1.237
C -0.040 1.526 -5.205
N 0.730 1.151 -4.037
C 0.045 0.986 -2.772
C 2.093 0.948 -4.091
O 2.801 0.631 -3.144
H -0.526 2.487 -5.015
H -0.799 0.761 -5.389
H 0.600 1.616 -6.087
H 0.470 1.682 -2.043
H 0.199 -0.037 -2.415
H -1.026 1.180 -2.884
H 2.512 1.099 -5.099
C 5.475 -3.493 -4.448
N 4.327 -2.825 -5.025
C 3.500 -1.996 -4.173
C 3.996 -2.953 -6.358
O 3.042 -2.417 -6.907
H 5.133 -4.156 -3.648
H 6.153 -2.740 -4.037
H 6.007 -4.083 -5.200
H 2.478 -2.384 -4.181
H 3.492 -0.975 -4.568
H 3.884 -1.991 -3.149
H 4.690 -3.605 -6.914
C -4.883 -1.980 5.880
N -5.889 -2.846 6.460
C -6.985 -3.298 5.628
C -5.836 -3.253 7.776
O -6.652 -3.982 8.326
H -5.366 -1.066 5.522
H -4.410 -2.498 5.041
H -4.118 -1.717 6.616
H -7.929 -2.966 6.071
H -6.977 -4.391 5.592
H -6.892 -2.896 4.615
H -4.964 -2.853 8.317
*
```

The computed natural (NBO) charges, all in e, follow: C -0.33; C -0.03; C -0.80; B 0.65; C -0.53; C -0.42; H 0.29; H 0.27; H 0.27; H -0.07; H 0.26; H 0.22; H 0.22; C -0.40; N -0.43; C -0.42; C 0.53; O -0.64; H 0.18; H 0.23; H 0.21; H 0.21; H 0.21; H 0.21; H 0.11; C -0.40; N -0.43; C -0.42; C 0.54; O -0.66; H 0.20; H 0.20; H 0.22; H 0.22; H 0.21; H 0.21; H 0.12; C -0.40; N -0.44; C -0.41; C 0.53; O -0.63; H 0.19; H 0.20; H 0.21; H 0.21; H 0.22; H 0.21; H 0.11; C -0.40; N -0.44; C -0.42; C 0.53; O -0.62; H 0.20; H 0.19; H 0.21; H 0.21; H 0.21; H 0.20; H 0.11

# C17H36BN2O4S3

A gas-phase ion, C17H36BN2O4S3 (charge -1) in a non-equilibrium geometry (ωB97M-V with the def2-TZVPD basis set, the OMol25 dataset).

Summary:
Kohn-Sham gap = 7.5 eV
HOMO = -0.1837 Eh

Structure (ORCA input):
```
! RIJCOSX wB97M-V def2-TZVPD def2/J DEFGRID3
* xyz -1 1
C -2.596 1.992 -1.266
C -2.946 0.863 -2.239
N -1.889 -0.158 -2.332
C -1.369 -0.345 -3.695
C -0.797 0.941 -4.283
C -2.098 -1.280 -1.563
S -2.778 -1.216 -0.072
S -1.599 -2.883 -2.181
C -0.170 -3.168 -1.080
C 1.031 -2.328 -1.485
C 2.139 -2.318 -0.423
B 2.065 -1.127 0.741
C 0.587 -0.419 0.835
C 0.487 0.759 1.805
C -0.855 1.494 1.680
C -1.060 2.428 2.883
S -2.671 3.136 2.898
O -2.879 3.949 4.058
O -2.967 3.722 1.622
O -3.530 1.801 3.040
C 2.370 -1.856 2.188
O 1.491 -2.974 2.458
C 0.659 -2.774 3.560
C 3.310 -0.037 0.546
C 3.102 1.129 -0.381
C 2.415 0.911 -1.704
N 3.495 2.323 -0.143
H -3.121 2.913 -1.514
H -2.862 1.709 -0.251
H -1.523 2.172 -1.275
H -3.873 0.394 -1.909
H -3.130 1.289 -3.221
H -2.117 -0.767 -4.373
H -0.556 -1.061 -3.661
H 0.013 1.321 -3.666
H -1.553 1.703 -4.453
H -0.383 0.696 -5.262
H -0.510 -2.917 -0.076
H 0.050 -4.232 -1.107
H 0.692 -1.328 -1.753
H 1.423 -2.768 -2.412
H 2.175 -3.326 0.005
H 3.084 -2.192 -0.964
H -0.121 -1.177 1.188
H 0.206 -0.057 -0.126
H 1.295 1.477 1.650
H 0.577 0.407 2.837
H -0.844 2.112 0.784
H -1.661 0.766 1.646
H -0.906 1.897 3.820
H -0.357 3.256 2.823
H -4.346 1.940 2.545
H 2.289 -1.137 3.017
H 3.402 -2.232 2.236
H 1.226 -2.816 4.499
H 0.108 -1.832 3.498
H -0.064 -3.591 3.580
H 4.222 -0.552 0.225
H 3.546 0.396 1.528
H 2.688 -0.048 -2.137
H 2.705 1.717 -2.375
H 1.334 0.952 -1.581
H 3.946 2.349 0.771
*
```

The computed natural (NBO) charges, all in e, follow: C -0.62; C -0.22; N -0.45; C -0.22; C -0.62; C -0.05; S -0.11; S 0.18; C -0.49; C -0.40; C -0.63; B 0.30; C -0.65; C -0.38; C -0.40; C -0.68; S 2.37; O -0.94; O -0.96; O -0.89; C -0.26; O -0.58; C -0.23; C -0.71; C 0.37; C -0.68; N -0.70; H 0.21; H 0.23; H 0.21; H 0.21; H 0.19; H 0.18; H 0.23; H 0.22; H 0.20; H 0.21; H 0.24; H 0.22; H 0.19; H 0.18; H 0.20; H 0.19; H 0.20; H 0.18; H 0.19; H 0.18; H 0.21; H 0.22; H 0.24; H 0.25; H 0.51; H 0.15; H 0.16; H 0.14; H 0.16; H 0.17; H 0.22; H 0.19; H 0.22; H 0.22; H 0.22; H 0.32

# C17H36ClF5N11O18

10 unconnected molecules or ions with the total composition C17H36ClF5N11O18 in a non-equilibrium geometry (ωB97M-V with the def2-TZVPD basis set, the OMol25 dataset).

Summary:
Kohn-Sham gap = 9.0 eV
HOMO = -0.4440 Eh

Structure (ORCA input):
```
! RIJCOSX wB97M-V def2-TZVPD def2/J DEFGRID3
* xyz 1 1
F -4.265 2.724 -2.450
C -3.068 2.306 -2.192
F -2.458 2.139 -3.330
F -3.165 1.139 -1.603
C -2.301 3.326 -1.300
F -1.065 3.488 -1.789
F -2.899 4.497 -1.422
C -2.233 2.984 0.127
C -1.326 1.814 0.450
C -0.030 2.248 1.024
N 0.940 2.632 -0.003
C 1.511 1.792 -0.892
C 2.321 2.456 -1.616
N 2.281 3.724 -1.201
C 1.434 3.804 -0.221
Cl 1.096 5.165 0.580
H -1.880 3.855 0.621
H -3.211 2.813 0.504
H -1.203 1.172 -0.385
H -1.796 1.220 1.197
H -0.175 3.070 1.676
H 0.400 1.454 1.561
H 1.289 0.777 -0.916
H 2.937 2.108 -2.388
H 2.829 4.455 -1.623
C 3.703 -2.911 1.067
N 2.910 -2.342 2.189
O 1.973 -1.610 1.904
O 3.223 -2.625 3.312
H 3.281 -2.550 0.136
H 4.729 -2.583 1.194
H 3.632 -3.991 1.139
C 0.129 -4.185 -1.936
N 1.538 -3.800 -1.678
O 2.359 -4.668 -1.564
O 1.798 -2.617 -1.555
H 0.093 -5.263 -1.971
H -0.464 -3.802 -1.114
H -0.182 -3.745 -2.878
C -1.913 7.379 -1.182
N -1.782 8.162 0.078
O -1.785 9.363 0.011
O -1.672 7.511 1.098
H -1.988 8.065 -2.015
H -1.027 6.759 -1.260
H -2.801 6.771 -1.093
C 3.645 6.151 -5.224
N 3.752 5.406 -3.941
O 4.354 5.905 -3.021
O 3.210 4.317 -3.871
H 4.171 7.089 -5.114
H 4.091 5.531 -5.994
H 2.589 6.304 -5.420
C -0.355 -5.184 2.632
N 0.262 -5.506 1.319
O -0.444 -5.938 0.433
O 1.453 -5.301 1.199
H -1.410 -5.415 2.579
H 0.147 -5.793 3.375
H -0.193 -4.126 2.818
C 3.732 -7.731 0.316
N 3.883 -8.675 1.457
O 4.706 -8.412 2.304
O 3.162 -9.645 1.458
H 4.434 -6.919 0.453
H 3.940 -8.283 -0.594
H 2.710 -7.370 0.324
C -1.208 -6.845 6.910
N -0.589 -7.088 5.578
O -1.298 -7.482 4.679
O 0.598 -6.870 5.475
H -2.261 -7.082 6.843
H -0.701 -7.486 7.622
H -1.048 -5.801 7.155
C -4.962 4.319 -5.141
N -6.290 4.579 -5.764
O -7.187 3.809 -5.514
O -6.371 5.550 -6.478
H -5.038 3.428 -4.540
H -4.247 4.191 -5.947
H -4.712 5.186 -4.539
C -0.941 -0.118 4.487
N -1.480 -0.903 3.344
O -2.259 -0.361 2.579
O -1.112 -2.054 3.248
H -1.361 0.879 4.445
H -1.232 -0.630 5.397
H 0.140 -0.107 4.383
*
```

The computed Mulliken charges, all in e, follow: F -0.27; C 0.71; F -0.29; F -0.26; C 0.93; F -0.32; F -0.35; C -1.43; C -0.22; C -1.21; N 0.31; C -0.93; C -0.67; N 0.16; C 0.65; Cl -0.11; H 0.50; H 0.57; H 0.88; H -0.16; H 0.42; H 0.41; H 1.07; H 0.55; H 0.09; C -0.51; N 0.93; O -0.45; O -0.57; H 0.17; H 0.32; H 0.13; C -0.87; N 0.94; O -0.47; O -0.55; H 0.34; H 0.29; H 0.29; C -0.52; N 0.91; O -0.53; O -0.55; H 0.34; H 0.13; H 0.24; C -0.72; N 0.85; O -0.53; O -0.55; H 0.30; H 0.30; H 0.29; C -0.38; N 0.80; O -0.57; O -0.37; H 0.34; H 0.06; H 0.19; C -0.56; N 0.93; O -0.54; O -0.54; H 0.26; H 0.33; H 0.10; C -0.75; N 0.84; O -0.49; O -0.50; H 0.32; H 0.28; H 0.29; C -0.70; N 0.91; O -0.52; O -0.54; H 0.26; H 0.31; H 0.28; C -0.79; N 0.89; O -0.57; O -0.51; H 0.31; H 0.30; H 0.30

# C17H36F2N2O5S

4 unconnected molecules or ions with the total composition C17H36F2N2O5S (ωB97M-V with the def2-TZVPD basis set, the OMol25 dataset).

Summary:
Kohn-Sham gap = 10.0 eV
Structure (SMILES) = CNCN(CCCF)S(=O)(=O)F.C1CCOC1.C1CCOC1.C1CCOC1
HOMO = -0.3369 Eh

Structure (ORCA input):
```
! RIJCOSX wB97M-V def2-TZVPD def2/J DEFGRID3
* xyz 0 1
C -6.020 -7.489 0.741
N -6.876 -6.341 1.000
C -6.472 -5.407 2.005
N -5.195 -4.648 1.795
C -5.025 -4.128 0.426
C -4.219 -2.828 0.387
C -3.768 -2.551 -1.035
F -3.609 -1.181 -1.230
S -3.772 -5.158 2.459
O -3.367 -4.296 3.505
O -2.858 -5.563 1.449
F -4.237 -6.471 3.185
H -5.154 -7.267 0.108
H -5.664 -7.898 1.681
H -6.598 -8.272 0.247
H -7.155 -5.877 0.149
H -6.430 -5.902 2.968
H -7.245 -4.641 2.076
H -6.036 -3.915 0.075
H -4.589 -4.881 -0.234
H -3.362 -2.892 1.057
H -4.861 -2.007 0.707
H -2.820 -3.039 -1.255
H -4.528 -2.886 -1.748
C 0.848 -0.178 -0.730
C 1.412 -1.361 -1.515
C 0.617 -2.524 -0.933
O -0.658 -1.993 -0.571
C -0.621 -0.562 -0.616
H 1.002 0.783 -1.213
H 1.309 -0.131 0.259
H 1.192 -1.246 -2.580
H 2.487 -1.489 -1.401
H 1.104 -2.926 -0.038
H 0.470 -3.341 -1.641
H -1.192 -0.222 -1.485
H -1.101 -0.172 0.282
C 2.529 5.067 -1.181
C 2.228 4.557 -2.590
C 2.770 3.134 -2.518
O 2.605 2.709 -1.165
C 2.269 3.828 -0.338
H 1.917 5.916 -0.881
H 3.580 5.355 -1.100
H 1.150 4.545 -2.764
H 2.694 5.143 -3.381
H 3.835 3.104 -2.773
H 2.241 2.440 -3.173
H 1.213 3.754 -0.056
H 2.877 3.801 0.565
C 6.573 6.960 1.220
C 7.107 5.786 0.401
C 6.313 4.623 0.982
O 5.052 5.163 1.381
C 5.103 6.590 1.358
H 6.718 7.929 0.744
H 7.053 6.986 2.200
H 6.865 5.921 -0.655
H 8.183 5.643 0.488
H 6.813 4.201 1.860
H 6.139 3.819 0.266
H 4.522 6.955 0.503
H 4.646 6.972 2.272
*
```

The computed natural (NBO) charges, all in e, follow: C -0.43; N -0.62; C -0.05; N -0.72; C -0.22; C -0.45; C 0.06; F -0.37; S 2.53; O -0.89; O -0.91; F -0.49; H 0.18; H 0.21; H 0.20; H 0.36; H 0.21; H 0.20; H 0.20; H 0.20; H 0.23; H 0.22; H 0.19; H 0.15; C -0.44; C -0.43; C -0.06; O -0.55; C -0.07; H 0.23; H 0.20; H 0.20; H 0.22; H 0.17; H 0.18; H 0.17; H 0.18; C -0.43; C -0.43; C -0.07; O -0.54; C -0.07; H 0.22; H 0.20; H 0.20; H 0.21; H 0.16; H 0.18; H 0.16; H 0.20; C -0.43; C -0.43; C -0.07; O -0.54; C -0.07; H 0.22; H 0.20; H 0.20; H 0.22; H 0.17; H 0.19; H 0.16; H 0.19

# C17H36NO2

A molecular structure, C17H36NO2 in a non-equilibrium geometry (ωB97M-V with the def2-TZVPD basis set, the OMol25 dataset).

Summary:
Kohn-Sham gap = 8.6 eV
HOMO = -0.4247 Eh
Relative energy (zero: lowest compared OMol25 entry of this formula, charge and spin) = 357.1 kcal/mol

Structure (ORCA input):
```
! RIJCOSX wB97M-V def2-TZVPD def2/J DEFGRID3
* xyz 1 1
C -4.134 -7.528 -0.279
C -4.616 -6.850 1.012
C -3.669 -5.701 1.245
C -3.737 -4.431 0.401
C -2.952 -3.165 0.949
C -2.901 -1.969 0.034
C -2.423 -2.179 -1.379
C -1.234 -2.540 -1.835
C -0.115 -1.615 -1.246
C -0.157 -0.321 -1.743
C 1.175 0.577 -1.601
C 1.136 0.977 -0.022
H 0.088 1.386 0.573
H 1.351 -0.113 0.581
O 2.164 1.773 0.402
C 2.228 2.977 0.415
O 1.072 3.531 0.273
C 3.508 3.669 0.773
N 3.297 5.102 0.606
C 3.123 5.641 -0.624
H 1.954 5.430 -0.865
H 3.913 5.348 -1.420
H 3.075 6.738 -0.684
C 4.918 5.615 1.054
H 5.296 5.460 0.121
H 4.987 5.231 2.022
H 4.690 6.756 1.275
C 2.404 5.608 1.574
H 1.553 5.291 1.546
H 2.729 5.190 2.774
H 2.392 6.731 1.651
H 4.077 3.443 -0.027
H 3.751 3.267 1.646
H 1.014 1.544 -1.822
H 2.022 0.073 -1.641
H -0.119 -0.435 -3.068
H -1.180 0.283 -1.489
H 1.125 -2.297 -1.400
H -0.152 -1.673 -0.163
H -0.848 -3.592 -1.490
H -0.929 -2.843 -2.773
H -2.481 -1.245 -2.076
H -3.186 -2.836 -1.935
H -3.979 -1.645 0.130
H -2.353 -1.059 0.297
H -1.849 -3.682 0.844
H -3.055 -3.059 1.947
H -3.463 -4.853 -0.477
H -4.801 -4.033 0.228
H -2.422 -5.876 1.297
H -3.843 -5.222 2.297
H -5.594 -6.335 0.895
H -4.672 -7.555 1.741
H -4.260 -6.882 -1.049
H -3.129 -7.952 -0.182
H -4.666 -8.454 -0.498
*
```

The computed natural (NBO) charges, all in e, follow: C -0.60; C -0.41; C -0.37; C -0.40; C -0.37; C -0.41; C -0.42; C -0.41; C -0.40; C -0.43; C -0.40; C -0.10; H 0.23; H 0.20; O -0.46; C 0.77; O -0.67; C -0.29; N -0.23; C -0.49; H 0.29; H 0.25; H 0.26; C -0.32; H 0.22; H 0.24; H 0.23; C -0.36; H 0.22; H 0.21; H 0.24; H 0.24; H 0.26; H 0.22; H 0.22; H 0.20; H 0.24; H 0.17; H 0.21; H 0.18; H 0.24; H 0.20; H 0.22; H 0.22; H 0.20; H 0.17; H 0.22; H 0.20; H 0.18; H 0.19; H 0.19; H 0.20; H 0.21; H 0.20; H 0.21; H 0.21